C19H31N2NiP as an isolated structure, computed with ωB97M-V/def2-TZVPD.

Properties
Electronic energy   -2701.57654 hartree
Orbital gap (alpha / beta)   6.660 / 5.915 eV
Expectation value of S²   2.04
Spin multiplicity   3

Structure (XYZ):
```
54
Properties=species:S:1:pos:R:3:forces:R:3
Ni -0.799 -0.299 0.190 -0.1567 -0.9589 -0.9809
P -0.829 -2.284 -1.122 0.0336 0.2771 -0.1319
N -0.234 1.410 -1.238 0.1196 0.0419 -0.0117
N -0.886 1.014 1.588 -0.7152 1.6823 2.1410
C -2.293 -3.380 -0.900 0.0865 -0.1140 -0.0212
C 3.026 -2.410 -0.520 -0.1122 0.2917 0.0779
C -1.448 2.222 -1.504 0.2556 -0.2109 0.0024
C 1.876 1.683 0.276 0.0422 0.1215 0.0444
C 3.617 -0.071 -0.305 -0.1873 -0.1706 0.0570
C 0.594 -3.143 -0.280 -0.2967 -0.0548 -0.0021
C -1.587 2.541 3.123 0.4589 1.0623 2.5823
C -3.139 2.337 1.207 -0.1728 -0.2015 -0.2871
C 2.281 0.248 0.014 -0.0528 -0.5063 -0.1878
C 1.293 -0.763 0.089 -0.5551 -0.1729 -0.2211
C -0.160 0.915 2.751 1.3238 -1.8058 -1.4079
C -0.414 -2.518 -2.911 0.0487 -0.3792 0.0164
C 1.690 -2.096 -0.208 0.1708 0.4539 -0.0510
C -0.530 1.879 3.663 -0.8672 1.8328 1.8811
C -1.845 1.962 1.898 -0.4417 -1.0936 -2.4238
C 0.841 2.311 -0.686 -0.3809 -0.0923 -0.3265
C 0.862 -0.136 3.103 -0.1097 -0.0551 0.4459
C 0.242 0.833 -2.519 -0.1456 0.0549 0.2324
C 3.994 -1.397 -0.557 -0.2652 0.0678 0.0519
H -3.180 -2.892 -1.338 0.3650 -0.1840 0.1496
H 1.778 -0.087 2.501 -0.4334 -0.1766 -0.1458
H -3.148 3.428 0.995 0.0011 -0.5233 0.2192
H -1.683 2.814 -0.608 0.0671 -0.3191 -0.5282
H 2.763 2.341 0.257 -0.2846 -0.2430 0.0278
H -0.334 -3.594 -3.147 -0.0104 0.3952 -0.0330
H -2.308 1.568 -1.759 0.6159 0.3656 0.1386
H -2.141 -4.364 -1.376 -0.0841 0.3438 0.2202
H 0.902 -4.066 -0.804 -0.0899 0.3510 0.1722
H -1.245 2.912 -2.336 -0.1389 0.0686 0.0178
H 1.461 1.736 1.294 0.2082 0.0987 -0.3645
H -2.172 3.306 3.616 -0.0095 -0.0255 -0.2114
H 1.175 0.280 -2.342 -0.3681 0.1526 -0.1081
H 1.354 2.766 -1.556 -0.0929 -0.0991 0.3161
H 0.232 -3.420 0.729 0.1622 0.1514 -0.3708
H 0.410 -1.144 3.018 0.3267 0.5097 -0.2527
H 0.425 1.639 -3.259 -0.0396 -0.2536 0.2162
H -0.123 2.032 4.654 0.0931 -0.1183 -0.1635
H -0.526 0.151 -2.909 0.2811 0.2413 0.1006
H -2.470 -3.510 0.180 0.0566 0.0747 -0.4042
H 1.194 -0.006 4.155 -0.4102 0.1060 -0.5271
H -2.417 0.007 0.133 1.4308 -1.0017 -0.0996
H 0.554 -2.032 -3.117 -0.3513 -0.1818 0.0566
H -3.386 1.801 0.281 0.4247 0.1095 0.4336
H 0.331 3.128 -0.153 0.2177 -0.2495 -0.1301
H -1.139 -1.358 1.292 -0.0239 0.0999 -0.4874
H -1.190 -2.064 -3.550 0.2876 -0.1605 0.2547
H 4.367 0.728 -0.357 -0.2806 -0.3039 0.0135
H 5.035 -1.638 -0.798 -0.4202 0.1036 0.0906
H 3.308 -3.446 -0.746 -0.1107 0.3977 0.0838
H -3.980 2.127 1.901 0.5298 0.2003 -0.1643
```
Forces are in eV/Å.